59
Properties=species:S:1:pos:R:3:forces:R:3 method="wB97M-V/def2-TZVPD" charge=+2 max_force_ev_per_a=0.14 e_tot_ha=-1366.51950
Pd -0.317 -0.906 -1.052 -0.01 -0.08 0.11
C -1.755 -2.679 -2.856 -0.01 0.03 0.03
N -0.495 -1.886 -2.854 0.02 -0.04 0.00
C 0.756 -2.645 -3.127 0.01 0.04 0.01
C 1.879 -1.898 -2.473 -0.02 -0.02 -0.03
N 1.655 -1.092 -1.451 -0.01 0.06 -0.04
C 2.894 -0.597 -1.047 0.01 -0.01 0.00
C 3.251 0.279 -0.023 -0.01 -0.01 -0.01
C 4.591 0.568 0.116 0.00 0.00 0.00
C 5.562 0.008 -0.732 0.00 0.00 0.00
C 5.221 -0.862 -1.744 -0.01 0.00 0.00
C 3.868 -1.150 -1.880 0.02 -0.01 0.00
N 3.183 -1.968 -2.774 -0.02 -0.01 0.01
C -2.735 -1.954 -1.984 0.00 -0.02 -0.03
N -2.325 -1.122 -1.044 0.01 0.03 -0.09
C -3.464 -0.647 -0.398 -0.02 -0.01 0.01
C -3.622 0.254 0.653 -0.01 0.00 0.01
C -4.911 0.514 1.067 0.01 0.00 0.00
C -6.021 -0.098 0.461 0.00 0.00 0.00
C -5.877 -0.989 -0.580 0.00 0.01 0.01
C -4.575 -1.247 -0.994 0.00 -0.01 -0.01
N -4.071 -2.065 -2.001 0.02 0.01 0.03
H -1.542 -3.659 -2.424 0.00 0.00 0.00
H -2.136 -2.831 -3.867 0.00 0.00 0.00
H -0.580 -1.142 -3.544 0.00 -0.01 -0.01
H 0.920 -2.784 -4.197 0.00 0.00 0.00
H 0.663 -3.631 -2.667 0.00 0.00 0.00
H 2.510 0.699 0.641 0.01 0.01 0.01
H 4.911 1.241 0.900 0.00 0.00 0.00
H 6.602 0.264 -0.583 0.00 0.00 0.00
H 5.969 -1.297 -2.394 0.00 0.00 0.00
H 3.595 -2.523 -3.508 0.00 0.00 0.00
H -2.771 0.724 1.124 0.00 0.00 0.00
H -5.078 1.206 1.881 0.00 0.00 0.00
H -7.013 0.138 0.821 0.00 0.00 0.00
H -6.731 -1.458 -1.048 0.00 0.00 0.00
H -4.612 -2.644 -2.624 0.00 0.00 0.00
C 1.617 3.634 2.802 0.00 0.00 0.00
C 0.187 3.210 2.511 0.00 0.01 0.00
N 0.062 1.771 2.222 -0.01 0.00 -0.01
C 0.081 0.864 3.378 -0.01 -0.01 -0.01
C 1.394 0.110 3.557 0.00 0.00 0.00
C -0.027 1.295 0.980 0.00 0.00 0.04
C 0.010 2.250 -0.176 0.01 0.00 -0.01
N -0.153 0.014 0.728 0.01 0.02 0.00
H 1.654 4.707 2.985 0.00 0.00 0.00
H 2.275 3.411 1.959 0.00 0.00 0.00
H 2.010 3.136 3.688 0.00 0.00 0.00
H -0.222 3.777 1.679 0.00 0.00 0.01
H -0.455 3.416 3.368 0.00 0.00 0.00
H -0.765 0.173 3.301 0.00 0.00 0.00
H -0.117 1.477 4.255 0.01 0.00 0.00
H 1.631 -0.528 2.705 0.01 0.00 0.00
H 1.331 -0.526 4.439 0.00 0.00 0.00
H 2.223 0.802 3.699 0.00 0.00 0.00
H -0.910 2.835 -0.216 0.00 0.00 0.00
H 0.106 1.697 -1.107 0.00 0.01 0.01
H 0.847 2.941 -0.093 0.00 0.00 0.00
H -0.179 -0.589 1.538 -0.01 0.00 0.00



9
Properties=species:S:1:pos:R:3:forces:R:3 method="wB97M-V/def2-TZVPD" charge=-1 e_above_lowest_kj_mol=721.8 max_force_ev_per_a=3.31 e_tot_ha=-429.05820
C -2.408 -0.237 0.023 -1.83 0.64 0.74
N 0.257 0.859 0.343 -1.51 0.58 2.53
N -3.535 0.117 0.310 3.18 -0.86 0.33
N -1.142 -0.321 -0.072 1.64 0.92 -0.48
O -0.445 -1.441 0.173 -0.89 -2.51 0.27
O 1.147 0.007 0.703 1.40 0.73 0.34
O -4.710 0.336 -0.006 -1.40 0.29 -0.64
H 0.457 -1.074 0.650 -0.97 0.01 -0.76
H 0.383 1.095 -0.600 0.39 0.20 -2.34



76
Properties=species:S:1:pos:R:3:forces:R:3 method="wB97M-V/def2-TZVPD" e_above_lowest_kj_mol=92.7 max_force_ev_per_a=3.60 e_tot_ha=-2415.07334
C 2.018 2.825 2.592 0.31 -0.51 -0.06
C 1.401 1.918 2.091 0.99 -0.84 -0.33
C 0.785 0.683 1.410 0.32 2.86 2.16
C 0.311 -0.057 2.704 -0.89 -0.42 -0.43
C -0.709 -1.187 2.589 -0.20 -1.22 0.62
C -0.704 -2.139 3.637 -0.03 0.01 -0.02
C -1.598 -3.210 3.698 -0.14 0.15 -0.30
C -2.570 -3.387 2.698 -0.02 0.05 -0.70
C -3.612 -4.512 2.713 0.07 1.10 0.77
C -2.574 -2.475 1.629 0.50 0.36 0.49
C -1.662 -1.406 1.584 0.08 0.20 -0.06
C -0.315 1.406 0.538 1.30 1.04 -0.65
C 0.096 2.817 -0.038 -0.52 -0.31 -0.17
C -1.671 1.715 1.218 -1.28 -0.98 -0.42
C -2.895 1.593 0.250 -0.06 -0.18 0.29
N -3.374 2.904 -0.224 -0.14 -0.26 -0.33
O -0.309 0.601 -0.660 -0.82 -0.80 0.87
C 0.902 -0.141 -0.854 0.16 0.54 -0.97
C 1.478 0.500 -2.172 0.81 0.09 -0.21
C 0.457 0.715 -3.312 0.11 -0.39 -0.53
O 0.444 -0.085 -4.223 0.00 0.22 0.20
C -0.505 1.883 -3.422 -0.55 0.26 0.48
C -0.142 3.232 -3.524 -0.37 -0.16 0.11
C -1.149 4.202 -3.669 -0.32 0.15 -0.17
C -2.506 3.857 -3.715 -0.06 -0.74 0.03
C -2.879 2.502 -3.608 0.89 0.24 -0.01
C -1.871 1.545 -3.462 -0.26 -0.32 -0.19
P 0.220 -1.782 -1.437 -1.52 -1.70 -1.31
O -1.119 -1.679 -2.064 0.19 0.49 0.31
O 0.118 -2.895 -0.261 0.73 0.63 -0.34
O 1.219 -2.398 -2.562 0.30 0.28 1.18
C 1.813 -0.072 0.449 -0.65 1.05 0.66
C 3.070 0.844 0.307 0.82 -0.61 -1.37
N 4.058 0.300 -0.679 0.17 0.13 0.26
C 2.280 -1.400 1.079 0.13 -1.42 -0.37
C 3.012 -2.390 0.106 0.48 0.14 -0.32
C 4.436 -2.802 0.578 -0.56 -0.35 -0.38
Cl 4.389 -4.536 1.142 0.22 0.50 0.11
H 2.779 3.481 2.976 -0.66 0.03 -0.01
H 1.186 -0.447 3.252 -0.22 0.22 -0.37
H -0.107 0.719 3.371 0.06 -0.31 -0.30
H 0.024 -2.047 4.453 -0.21 0.05 -0.36
H -1.536 -3.913 4.536 -0.07 0.27 -0.31
H -4.543 -4.092 2.297 0.32 -0.46 -0.10
H -3.292 -5.408 2.168 -0.14 0.22 0.21
H -3.839 -4.725 3.772 0.13 -0.38 -0.49
H -3.297 -2.552 0.810 0.21 -0.12 0.34
H -1.704 -0.737 0.724 -0.02 -0.33 0.21
H -0.643 3.004 -0.838 0.31 -0.11 0.26
H 1.077 2.814 -0.528 -0.20 0.14 0.35
H -0.027 3.628 0.686 0.43 -0.28 -0.14
H -1.726 2.745 1.605 0.47 -0.36 -0.19
H -1.907 1.064 2.071 0.41 0.12 -0.30
H -3.723 1.155 0.837 0.30 0.19 -0.23
H -2.706 0.886 -0.580 0.20 0.20 0.31
H -4.213 2.707 -0.771 0.04 0.26 0.19
H -2.739 3.303 -0.913 0.06 -0.14 0.19
H 1.963 1.472 -1.971 -0.41 -0.33 0.25
H 2.278 -0.128 -2.594 -0.41 0.16 0.17
H 0.910 3.528 -3.498 -0.32 -0.05 0.00
H -0.914 5.265 -3.783 0.20 -0.45 0.10
H -3.291 4.607 -3.857 0.45 -0.11 0.09
H -3.918 2.162 -3.653 0.34 0.32 0.02
H -2.166 0.490 -3.408 0.33 0.37 0.09
H -0.563 -3.520 -0.558 -0.04 0.16 0.22
H 0.679 -2.801 -3.257 -0.02 0.31 -0.01
H 2.810 1.829 -0.103 -0.06 -0.24 0.65
H 3.608 0.925 1.262 -0.82 0.28 0.00
H 4.711 -0.321 -0.204 -0.23 -0.02 -0.11
H 4.652 1.069 -0.985 -0.22 -0.09 -0.03
H 1.460 -1.996 1.512 0.12 0.62 -0.14
H 2.984 -1.207 1.909 -0.42 0.32 -0.25
H 3.098 -1.965 -0.910 0.04 -0.05 0.47
H 2.448 -3.323 -0.030 0.05 0.47 0.21
H 4.791 -2.190 1.417 0.02 -0.28 -0.26
H 5.159 -2.806 -0.249 -0.22 0.12 0.38



8
Properties=species:S:1:pos:R:3:forces:R:3 method="wB97M-V/def2-TZVPD" charge=-1 e_above_lowest_kj_mol=166.4 max_force_ev_per_a=3.27 e_tot_ha=-725.93119
C -1.452 0.486 0.223 2.34 -2.15 0.75
C -0.436 -0.582 0.410 1.09 -0.73 0.67
O -2.276 1.220 0.629 -0.51 0.64 -0.63
O -0.951 -0.146 -0.861 -0.91 1.04 -0.52
F -0.967 -1.810 0.729 -0.38 -0.07 0.10
S 2.845 0.702 -0.170 -0.27 -0.01 -0.74
H 0.699 -0.711 0.548 -1.51 1.39 -0.45
H 2.538 0.841 -1.508 0.16 -0.10 0.83



16
Properties=species:S:1:pos:R:3:forces:R:3 method="wB97M-V/def2-TZVPD" e_above_lowest_kj_mol=327.7 max_force_ev_per_a=2.51 e_tot_ha=-271.62780
C -0.151 -0.054 -1.988 0.07 -0.19 -0.30
C 0.465 -0.540 -0.716 0.55 0.50 -0.24
C 1.825 -1.133 -0.697 0.42 0.15 -0.10
C -0.225 -0.307 0.408 0.16 -0.93 -0.30
C -1.361 1.958 2.336 0.19 0.12 0.14
O -0.413 2.452 2.892 -0.41 -0.22 -0.25
H -1.216 0.187 -1.876 0.25 -0.24 0.04
H 0.032 -0.665 -2.870 0.00 -0.07 -0.11
H 0.350 0.917 -2.127 -0.14 -0.19 -0.28
H -1.089 -0.928 0.115 -1.29 1.56 1.48
H 1.895 -1.866 -1.510 0.16 0.22 0.03
H 1.974 -1.677 0.243 0.12 0.29 -0.23
H 2.589 -0.371 -0.819 0.43 -0.04 -0.16
H 0.352 -0.179 1.328 -0.74 -1.06 0.19
H -1.809 2.397 1.423 0.12 0.00 0.08
H -1.852 1.037 2.708 0.11 0.09 0.00



no.,LUMO level (eV)
1,-5.43
2,4.40
3,0.45
4,3.60
5,0.90